one.
{
  "formula": "C3H6O2",
  "method": "the ωB97M-V functional and the def2-TZVPD basis",
  "smiles": "CC(=O)CO",
  "homo_lumo_gap_ha": 0.393,
  "e_homo_ev": -9.79,
  "lumo_ev": 0.916,
  "spin_multiplicity": 1,
  "symbols": ["C", "C", "O", "C", "O", "H", "H", "H", "H", "H", "H"],
  "coordinates": [[1.24161, 0.76809, 0.33021], [-0.00948, -0.01642, 0.64550], [-0.05265, -0.72946, 1.62820], [-1.13577, -0.12247, -0.37932], [-0.74695, -1.18333, -1.23665], [1.55281, 1.34239, 1.20808], [1.13591, 1.42322, -0.53390], [2.03670, 0.04351, 0.12679], [-1.25592, 0.75925, -1.01097], [-2.08587, -0.32981, 0.13154], [-0.54836, -1.93426, -0.65784]]
}


two.
{
  "formula": "C3H6O2",
  "method": "the ωB97M-V functional and the def2-TZVPD basis",
  "smiles": "O[C@@H]1C[C@@H]1O",
  "homo_lumo_gap_ha": 0.389,
  "e_homo_ev": -9.72,
  "lumo_ev": 0.865,
  "spin_multiplicity": 1,
  "symbols": ["C", "C", "C", "H", "H", "H", "H", "H", "H", "O", "O"],
  "coordinates": [[-0.60435, -0.35169, -0.26249], [0.15995, -0.25575, 1.08738], [-0.22073, 0.99285, 0.24260], [0.14655, -1.70577, -1.27727], [-1.61207, -0.73468, -0.43332], [-0.34711, -0.86504, 1.96075], [1.27154, -0.39961, 0.91336], [-0.82520, 1.86111, 0.62606], [1.12448, 0.87756, -1.05658], [-0.10873, -0.87092, -1.50208], [1.01568, 1.45194, -0.29841]]
}


Most stable: one (next structure +49.2 kcal/mol)


one.
{
  "formula": "C3H6O2",
  "method": "the ωB97M-V functional and the def2-TZVPD basis",
  "smiles": "CCOC=O",
  "homo_lumo_gap_ha": 0.434,
  "e_homo_ev": -10.84,
  "lumo_ev": 0.958,
  "spin_multiplicity": 1,
  "symbols": ["C", "C", "C", "H", "H", "H", "H", "H", "H", "O", "O"],
  "coordinates": [[-0.98061, -0.67551, -0.35674], [-0.54037, 0.51565, 0.53104], [1.72825, 0.23794, -0.27819], [-1.79531, -1.05264, 0.18610], [-1.42590, -0.19284, -1.21902], [-0.11501, -1.37072, -0.45529], [-1.24814, 1.18976, 0.55012], [-0.56860, 0.32602, 1.70601], [2.52382, 0.63644, -1.04912], [0.61693, 1.17952, -0.08140], [1.80494, -0.79360, 0.46649]]
}


two.
{
  "formula": "C3H6O2",
  "method": "the ωB97M-V functional and the def2-TZVPD basis",
  "smiles": "O=C[C@@H]1CO1.[H][H]",
  "homo_lumo_gap_ha": 0.389,
  "e_homo_ev": -9.88,
  "lumo_ev": 0.701,
  "spin_multiplicity": 1,
  "symbols": ["O", "C", "C", "C", "O", "H", "H", "H", "H", "H", "H"],
  "coordinates": [[-0.04022, 0.54628, -2.14236], [-0.32280, -0.21765, -1.24391], [0.33376, -0.26128, 0.05324], [0.42378, -0.45338, 1.50745], [1.09135, 0.60956, 0.79475], [-0.97160, 1.67007, -0.85463], [-1.01227, -1.07577, -1.32120], [0.90139, -1.03410, -0.73457], [-1.20690, 1.61533, -0.15115], [1.06826, -1.28143, 1.80080], [-0.26475, -0.11762, 2.29159]]
}


Most stable: one (next structure +71.3 kcal/mol)


one.
{
  "formula": "C3H6O2",
  "method": "the ωB97M-V functional and the def2-TZVPD basis",
  "homo_lumo_gap_ha": [0.291, 0.303],
  "e_homo_ev": [-8.96, -9.19],
  "lumo_ev": [-1.037, -0.947],
  "spin_multiplicity": 1,
  "symbols": ["C", "C", "C", "O", "O", "H", "H", "H", "H", "H", "H"],
  "coordinates": [[-1.06337, -0.69312, 1.16446], [0.71953, 0.22927, -0.52778], [0.87765, 0.48415, -1.81133], [1.27504, 0.74813, 0.54593], [0.29577, 1.02288, 1.48879], [-0.16328, -0.45619, -0.06594], [-1.83058, 0.04316, 1.35567], [-0.55487, -1.08395, 2.03404], [-1.43994, -1.47776, 0.51074], [0.38657, -0.12507, -2.55509], [1.49749, 1.30849, -2.13949]]
}


two.
{
  "formula": "C3H6O2",
  "method": "the ωB97M-V functional and the def2-TZVPD basis",
  "smiles": "C=CC=O.O",
  "homo_lumo_gap_ha": 0.378,
  "e_homo_ev": -9.96,
  "lumo_ev": 0.334,
  "spin_multiplicity": 1,
  "symbols": ["O", "C", "C", "C", "O", "H", "H", "H", "H", "H", "H"],
  "coordinates": [[-1.70586, 0.48723, -1.44510], [-0.58205, -0.58677, 1.04889], [0.74843, -0.55406, 0.94532], [1.45762, 0.28817, -0.03831], [2.66320, 0.41455, -0.06728], [-1.58840, 1.44400, -1.46867], [-1.09881, -1.24016, 1.74572], [-1.21699, 0.03755, 0.42983], [-0.98661, 0.11107, -1.96915], [1.40157, -1.10105, 1.61816], [0.81739, 0.81117, -0.78374]]
}


Most stable: two (next structure +149.4 kcal/mol)


one.
{
  "formula": "C4H8NO2S",
  "method": "the ωB97M-V functional and the def2-TZVPD basis",
  "homo_lumo_gap_ha": 0.225,
  "charge": -1,
  "e_homo_ev": -4.19,
  "lumo_ev": 1.932,
  "spin_multiplicity": 1,
  "symbols": ["O", "C", "N", "C", "C", "S", "C", "O", "H", "H", "H", "H", "H", "H", "H", "H"],
  "coordinates": [[3.44680, -0.33750, -0.02214], [2.28328, -0.59456, -0.38235], [1.30681, -0.95414, 0.43521], [0.03249, -0.91183, -0.11699], [-0.64135, 0.39298, -0.06074], [-1.79925, 0.64684, -1.38672], [-1.24255, -0.73729, 0.87078], [-2.48924, 0.19274, 1.67396], [2.19564, -0.56221, -1.50154], [1.45122, 2.70078, -0.77023], [-0.24225, -1.59847, -0.92219], [-0.20548, 1.25143, 0.42841], [1.63181, 2.53031, -1.47208], [-2.80198, 0.43362, 0.77749], [-1.97343, -1.47710, 0.55958], [-0.95249, -0.97559, 1.88954]]
}


two.
{
  "formula": "C4H8NO2S",
  "method": "the ωB97M-V functional and the def2-TZVPD basis",
  "homo_lumo_gap_ha": 0.262,
  "charge": -1,
  "e_homo_ev": -4.05,
  "lumo_ev": 3.079,
  "spin_multiplicity": 1,
  "symbols": ["O", "C", "N", "C", "O", "C", "C", "S", "H", "H", "H", "H", "H", "H", "H", "H"],
  "coordinates": [[0.85927, -2.25057, -0.98044], [0.93575, -0.97974, -0.78224], [1.65441, 0.06154, -1.33348], [0.96290, 3.31793, -0.60728], [0.82981, 4.52388, -0.70867], [-0.06426, -0.59155, 0.40977], [-1.26133, -1.55965, 0.61321], [-2.31406, -1.01151, 2.15833], [2.22561, -0.45721, -2.02381], [1.86177, 2.77191, -0.26094], [0.20749, 2.63153, -0.97366], [0.45911, -0.58000, 1.38456], [-0.35669, 0.41090, 0.07749], [-2.04499, -1.53875, -0.16182], [-0.96030, -2.57944, 0.85535], [-2.99450, -2.16927, 2.33363]]
}


three.
{
  "formula": "C4H8NO2S",
  "method": "the ωB97M-V functional and the def2-TZVPD basis",
  "smiles": "O=C[C@@H](CS)NC[O-]",
  "homo_lumo_gap_ha": 0.257,
  "charge": -1,
  "e_homo_ev": -3.44,
  "lumo_ev": 3.538,
  "spin_multiplicity": 1,
  "symbols": ["O", "C", "C", "C", "S", "N", "C", "O", "H", "H", "H", "H", "H", "H", "H", "H"],
  "coordinates": [[-0.69955, -0.16283, 2.70470], [-1.06730, -0.30812, 1.55355], [-0.35223, 0.23835, 0.33344], [0.46237, 1.45244, 0.72614], [0.79087, 2.45503, -0.76679], [0.46076, -0.92229, -0.00345], [0.02696, -1.43915, -1.37916], [0.13193, -0.55649, -2.34432], [-1.82717, -1.08616, 1.35361], [-0.93887, 0.44395, -0.56158], [1.40528, 1.21925, 1.20905], [-0.15058, 2.08911, 1.36711], [0.65632, 1.44148, -1.64822], [1.44881, -0.71377, 0.07066], [0.65899, -2.35929, -1.48621], [-1.00659, -1.79151, -1.12854]]
}


four.
{
  "formula": "C4H8NO2S",
  "method": "the ωB97M-V functional and the def2-TZVPD basis",
  "homo_lumo_gap_ha": 0.257,
  "charge": -1,
  "e_homo_ev": -3.92,
  "lumo_ev": 3.085,
  "spin_multiplicity": 1,
  "symbols": ["O", "C", "N", "C", "O", "C", "C", "S", "H", "H", "H", "H", "H", "H", "H", "H"],
  "coordinates": [[0.58011, -0.69154, 1.61031], [0.44424, -1.11186, 0.37722], [1.16037, -2.03785, -0.33540], [2.44691, 1.43475, -0.13946], [2.96417, 2.43881, -0.43880], [-0.63781, -0.40094, -0.45692], [-1.78138, 0.17341, 0.54124], [-3.00232, 1.10875, -0.41101], [1.86111, -2.23860, 0.43925], [2.46345, 0.44948, -0.69052], [1.55561, 1.37932, 0.52304], [-0.26108, 0.43723, -1.07402], [-1.06418, -1.11804, -1.19440], [-2.15147, -0.65836, 1.17550], [-1.08865, 0.84950, 1.10210], [-3.48908, -0.01404, -1.02814]]
}


Most stable: two (next structure +4.1 kcal/mol)


one.
{
  "formula": "C3H6OS2",
  "method": "the ωB97M-V functional and the def2-TZVPD basis",
  "smiles": "OCCSC=S",
  "homo_lumo_gap_ha": 0.300,
  "e_homo_ev": -8.59,
  "lumo_ev": -0.430,
  "spin_multiplicity": 1,
  "symbols": ["C", "C", "C", "H", "H", "H", "H", "H", "H", "O", "S", "S"],
  "coordinates": [[2.08803, -0.59978, -0.74459], [0.65106, -0.90740, -1.10139], [-0.92912, -0.42878, 0.89674], [3.33553, 0.77624, -1.04794], [2.23655, -0.33626, 0.31124], [2.78797, -1.50833, -0.95739], [0.67431, -1.09267, -2.20547], [0.35557, -1.85742, -0.54650], [-0.52419, -1.34694, 1.23639], [2.47242, 0.55626, -1.48770], [-0.75586, 0.20433, -0.69037], [-1.71320, 0.57885, 1.99078]]
}


two.
{
  "formula": "C3H6OS2",
  "method": "the ωB97M-V functional and the def2-TZVPD basis",
  "homo_lumo_gap_ha": 0.192,
  "e_homo_ev": -9.19,
  "lumo_ev": -3.958,
  "spin_multiplicity": 1,
  "symbols": ["C", "C", "O", "C", "S", "S", "H", "H", "H", "H", "H", "H"],
  "coordinates": [[-0.75719, -0.48253, -1.45185], [0.27579, -1.58211, -1.53956], [0.37347, -2.34976, -2.45184], [-0.72142, 0.27600, -0.09222], [-0.23469, 1.93333, -0.18846], [0.43086, 0.00314, 2.60331], [-0.46902, 0.20302, -2.23551], [-1.75399, -0.85157, -1.66237], [1.10392, -1.55610, -0.79414], [-1.64388, 0.08269, 0.45069], [0.26645, -0.04741, 0.43864], [0.89023, 0.91991, 1.74909]]
}


Most stable: one (next structure +78.6 kcal/mol)


one.
{
  "formula": "C3H6OS2",
  "method": "the ωB97M-V functional and the def2-TZVPD basis",
  "homo_lumo_gap_ha": [0.286, 0.286],
  "e_homo_ev": [-9.56, -9.56],
  "lumo_ev": [-1.793, -1.794],
  "spin_multiplicity": 1,
  "symbols": ["C", "C", "C", "O", "S", "S", "H", "H", "H", "H", "H", "H"],
  "coordinates": [[1.47517, -0.96378, 0.27580], [1.41026, 0.41662, -0.12890], [0.55910, 0.16839, 0.82465], [-1.21334, -1.35935, -1.37724], [-3.03580, -1.51287, 0.88372], [-1.81889, -0.58964, -0.30613], [1.13747, -1.72749, -0.49852], [2.35146, -1.22417, 0.91974], [1.87620, 1.28502, -0.60124], [-1.06566, 2.17240, -0.73700], [-0.27851, 0.44360, 1.48579], [-1.39747, 2.89128, -0.74070]]
}


two.
{
  "formula": "C3H6OS2",
  "method": "the ωB97M-V functional and the def2-TZVPD basis",
  "smiles": "CSCC(=O)S",
  "homo_lumo_gap_ha": 0.327,
  "e_homo_ev": -8.94,
  "lumo_ev": -0.029,
  "spin_multiplicity": 1,
  "symbols": ["C", "C", "C", "H", "H", "H", "H", "H", "H", "O", "S", "S"],
  "coordinates": [[-1.33844, 1.83241, 0.78978], [-0.18932, -0.75807, 0.20191], [0.89054, -1.59929, -0.75885], [-1.95818, 2.76650, 0.23681], [-1.83424, 1.30034, 1.64714], [-0.46860, 2.36926, 1.33704], [0.44239, -0.51748, 0.92739], [-0.94507, -1.56920, 0.32697], [2.68532, -1.36005, -2.20755], [1.24757, -2.82272, -0.47475], [-0.63644, 0.83048, -0.50161], [2.10446, -0.47217, -1.52428]]
}


three.
{
  "formula": "C3H6OS2",
  "method": "the ωB97M-V functional and the def2-TZVPD basis",
  "smiles": "COC(=S)SC",
  "homo_lumo_gap_ha": 0.335,
  "e_homo_ev": -8.65,
  "lumo_ev": 0.463,
  "spin_multiplicity": 1,
  "symbols": ["C", "C", "C", "H", "H", "H", "H", "H", "H", "O", "S", "S"],
  "coordinates": [[-1.97569, -1.03948, 0.24362], [0.22876, 0.45479, 0.04623], [2.42375, -0.45995, 0.11688], [-1.97410, -0.33247, 1.07746], [-2.44929, -2.00253, 0.51987], [-2.55457, -0.63937, -0.61775], [2.40787, -0.98627, 1.08388], [2.15790, -1.11561, -0.69086], [3.41962, -0.05152, -0.01182], [1.49630, 0.63879, 0.03140], [-0.26264, -1.28533, -0.20368], [-0.80228, 1.67816, -0.04959]]
}


four.
{
  "formula": "C3H6OS2",
  "method": "the ωB97M-V functional and the def2-TZVPD basis",
  "smiles": "C1OCSCS1",
  "homo_lumo_gap_ha": 0.336,
  "e_homo_ev": -8.45,
  "lumo_ev": 0.687,
  "spin_multiplicity": 1,
  "symbols": ["C", "C", "C", "H", "H", "H", "H", "H", "H", "O", "S", "S"],
  "coordinates": [[-0.50537, -1.46555, 0.51353], [1.32322, 0.43396, -0.19484], [-0.89309, 1.03570, -0.33935], [-0.28027, -1.07521, 1.43852], [-0.65100, -2.61838, 0.72923], [2.16001, 0.49084, 0.71031], [1.78603, 0.97116, -1.10935], [-0.78456, 1.51316, -1.27459], [-1.58302, 1.75607, 0.04905], [0.35497, 1.02804, 0.30291], [0.98456, -1.40283, -0.48570], [-1.91148, -0.66696, -0.33970]]
}


Most stable: three (next structure +32.2 kcal/mol)


one.
{
  "formula": "C3H6OS2",
  "method": "the ωB97M-V functional and the def2-TZVPD basis",
  "smiles": "COC(=S)SC",
  "homo_lumo_gap_ha": 0.337,
  "e_homo_ev": -8.60,
  "lumo_ev": 0.575,
  "spin_multiplicity": 1,
  "symbols": ["C", "C", "C", "H", "H", "H", "H", "H", "H", "O", "S", "S"],
  "coordinates": [[-0.81278, 2.18946, -0.08533], [-0.24445, -0.45765, -0.71286], [1.11641, -1.91209, 0.60994], [-0.41126, 2.49139, -1.05943], [-0.70878, 2.96406, 0.66066], [-1.89596, 2.00984, -0.10156], [1.96018, -1.19746, 0.72372], [0.50774, -1.95550, 1.52659], [1.44660, -2.94779, 0.35382], [0.21428, -1.66467, -0.44956], [0.06852, 0.75705, 0.51223], [-1.24050, -0.27662, -1.97822]]
}


two.
{
  "formula": "C3H6OS2",
  "method": "the ωB97M-V functional and the def2-TZVPD basis",
  "smiles": "CCC=S(=O)=S",
  "homo_lumo_gap_ha": [0.261, 0.270],
  "e_homo_ev": [-8.75, -9.05],
  "lumo_ev": [-1.648, -1.695],
  "spin_multiplicity": 1,
  "symbols": ["C", "C", "C", "O", "S", "S", "H", "H", "H", "H", "H", "H"],
  "coordinates": [[0.19744, 1.02440, -0.52022], [-1.19104, -0.79194, 0.71243], [-0.81296, -0.00922, -0.67971], [2.55381, 1.71144, 0.21261], [3.23971, -1.19971, 0.18459], [1.82986, 0.45907, 0.04144], [-0.04773, 2.08641, -0.46983], [-1.72636, -0.04666, 1.39304], [-0.31917, -1.28150, 1.22260], [-1.70944, -1.66188, 0.34612], [-1.68026, 0.39372, -1.00644], [-0.33387, -0.68414, -1.43662]]
}


three.
{
  "formula": "C3H6OS2",
  "method": "the ωB97M-V functional and the def2-TZVPD basis",
  "homo_lumo_gap_ha": 0.316,
  "e_homo_ev": -8.05,
  "lumo_ev": 0.542,
  "spin_multiplicity": 1,
  "symbols": ["C", "C", "C", "O", "S", "S", "H", "H", "H", "H", "H", "H"],
  "coordinates": [[1.59249, -0.15429, 0.19659], [-0.50550, -0.17793, 0.20783], [-0.69781, 0.21679, -1.22018], [2.66040, -0.38683, 0.64542], [-1.06833, 0.93902, 1.64184], [-0.85084, -1.87561, 0.65747], [1.60852, 0.35925, -0.86197], [-0.11320, -0.46851, -1.80172], [-0.24029, 1.19191, -1.42737], [-1.71316, -0.01137, -1.32546], [-0.20282, 1.98629, 1.44444], [-0.46946, -1.61871, 1.84311]]
}


Most stable: one (next structure +59.9 kcal/mol)


one.
{
  "formula": "C3H6OS2",
  "method": "the ωB97M-V functional and the def2-TZVPD basis",
  "homo_lumo_gap_ha": 0.344,
  "e_homo_ev": -9.36,
  "lumo_ev": 0.005,
  "spin_multiplicity": 1,
  "symbols": ["C", "C", "C", "O", "S", "S", "H", "H", "H", "H", "H", "H"],
  "coordinates": [[0.98119, 0.49148, -0.01248], [2.41503, 0.45259, 0.48610], [1.29635, -0.68665, 0.41157], [-2.67441, 1.57625, -0.52899], [-2.10999, -1.31341, -0.44888], [-3.25290, 0.43794, 0.12806], [-1.85967, -0.73667, -1.68480], [0.08853, 0.97978, -0.37356], [3.23989, 0.24006, -0.16185], [2.70037, 0.94511, 1.40160], [1.09387, -1.67598, 0.70395], [-4.29807, -0.11674, -0.66052]]
}


two.
{
  "formula": "C3H6OS2",
  "method": "the ωB97M-V functional and the def2-TZVPD basis",
  "smiles": "OCC(=S)CS",
  "homo_lumo_gap_ha": 0.306,
  "e_homo_ev": -8.77,
  "lumo_ev": -0.438,
  "spin_multiplicity": 1,
  "symbols": ["C", "C", "C", "H", "H", "H", "H", "H", "H", "O", "S", "S"],
  "coordinates": [[-0.60759, -1.07764, 0.68277], [0.65947, -0.54158, 0.00049], [0.84082, 0.93855, 0.00538], [-1.79012, 0.16687, -0.65999], [-0.95998, -0.48895, 1.53081], [-0.47003, -2.06816, 0.97181], [0.95336, 1.32498, 1.03290], [1.81278, 1.08073, -0.39335], [-0.18209, 1.67574, -1.48689], [-0.22985, 1.65773, -0.52985], [-1.85588, -1.17601, -0.59005], [1.82912, -1.49227, -0.56402]]
}


Most stable: two (next structure +75.9 kcal/mol)